(1)
Formula: C30H69O18P3S3
Source: the Open Molecules 2025 dataset
Level of theory: the ωB97M-V functional and the def2-TZVPD basis

Geometry (Å):
C  -2.581437  0.769732  3.032087
C  -1.656530  2.005523  3.227327
C  -1.984920  3.121521  2.233361
S  -3.701039  2.809442  1.804953
O  -3.934664  3.219325  0.448990
O  -4.492920  3.254015  2.917419
C  -3.437192  1.038868  1.804959
H  -3.036393  0.568655  3.995505
H  -1.983078  -0.104030  2.767974
H  -0.575325  1.844481  3.168809
H  -1.763257  2.301007  4.273782
H  -1.452744  2.982832  1.292210
H  -1.827639  4.115435  2.638544
H  -2.998137  0.673289  0.884253
H  -4.453233  0.647502  1.897977
C  -6.761712  -3.034722  2.211323
C  -8.097587  -2.405822  1.778710
C  -7.949644  -1.698824  0.434190
S  -6.187865  -1.766729  0.017345
O  -5.688116  -0.448471  -0.261030
O  -5.914574  -2.912822  -0.794416
C  -5.617675  -2.202214  1.672854
H  -6.741944  -4.041885  1.769005
H  -6.770084  -3.258048  3.276904
H  -8.332093  -1.586626  2.478736
H  -8.942406  -3.049007  2.026827
H  -8.194506  -0.641711  0.525597
H  -8.505622  -2.006235  -0.452258
H  -5.506896  -1.277817  2.237463
H  -4.679883  -2.709175  1.464939
C  -3.143694  -6.741720  5.438941
C  -3.327054  -5.702767  6.551472
C  -2.607610  -4.431542  6.114607
S  -1.416729  -4.848606  4.838229
O  -0.076260  -4.686852  5.305182
O  -1.823931  -4.235161  3.606311
C  -1.761709  -6.600108  4.850306
H  -3.853179  -6.549087  4.624006
H  -3.408261  -7.763420  5.710203
H  -2.841865  -6.099654  7.441417
H  -4.381456  -5.497760  6.696950
H  -2.131305  -3.911425  6.944484
H  -3.319129  -3.687938  5.753050
H  -1.123624  -6.932655  5.677098
H  -1.486607  -7.043760  3.902417
C  3.823256  -0.927772  -1.036323
C  2.635438  0.013199  -1.085317
O  1.439485  -0.708290  -1.267419
P  0.400821  -0.745468  -0.081625
O  -0.189154  0.565070  0.207061
O  -0.584324  -1.864743  -0.543964
C  -1.647025  -1.448512  -1.472601
C  -2.798367  -2.433448  -1.549108
O  1.232660  -1.334442  1.120277
C  1.055329  -0.903283  2.479694
C  0.907796  -2.071912  3.469059
H  4.737757  -0.440447  -0.684939
H  3.546923  -1.701762  -0.317554
H  4.137109  -1.372394  -1.980939
H  2.629867  0.670408  -0.208209
H  2.791350  0.771382  -1.862209
H  -2.023528  -0.515521  -1.062923
H  -1.163506  -1.427350  -2.448591
H  -2.606722  -3.302555  -2.167027
H  -3.093392  -2.732769  -0.541486
H  -3.641908  -1.830845  -1.890042
H  1.856421  -0.227198  2.789042
H  0.133628  -0.326522  2.521012
H  0.330460  -1.673256  4.301304
H  0.204946  -2.745679  2.966826
H  1.841714  -2.575815  3.678927
C  13.427728  -1.360537  -0.153063
C  12.077159  -1.849024  -0.658846
O  11.115709  -0.811072  -0.330605
P  9.777410  -0.710864  -1.143893
O  9.021148  -1.958129  -1.196767
O  10.240866  -0.086611  -2.526719
C  9.287700  -0.078130  -3.600791
C  9.714125  -0.929069  -4.768656
O  9.062498  0.423965  -0.330150
C  7.646007  0.682438  -0.527225
C  7.452146  1.907203  -1.419395
H  13.340710  -0.878245  0.818570
H  14.221446  -2.100505  -0.225655
H  13.744001  -0.556718  -0.827054
H  12.138417  -1.827968  -1.752574
H  11.807339  -2.843714  -0.315748
H  8.251573  -0.289587  -3.313057
H  9.177900  0.958611  -3.946943
H  9.599621  -1.978572  -4.482737
H  9.028487  -0.808252  -5.605286
H  10.747196  -0.701881  -5.015344
H  7.239742  -0.226387  -0.974555
H  7.236634  0.866482  0.462898
H  7.359973  2.824724  -0.838101
H  8.251678  1.977102  -2.145798
H  6.454214  1.817866  -1.863374
C  -3.356000  1.804717  -2.209690
C  -3.558837  2.916854  -3.221292
O  -3.979034  4.110722  -2.594330
P  -4.158606  5.448290  -3.406378
O  -5.076389  6.388634  -2.794283
O  -4.479695  4.993188  -4.873295
C  -5.785053  5.257267  -5.475182
C  -5.998913  6.750950  -5.752005
O  -2.685293  5.990843  -3.589833
C  -1.801795  5.973656  -2.473722
C  -0.434627  6.432683  -2.971622
H  -2.940792  0.913075  -2.690497
H  -2.687556  2.126525  -1.417478
H  -4.335641  1.443775  -1.897163
H  -2.703523  3.034559  -3.892522
H  -4.350929  2.525689  -3.872023
H  -5.881733  4.710239  -6.405840
H  -6.490271  4.963651  -4.692899
H  -5.086617  7.130697  -6.219715
H  -6.801755  6.850338  -6.482386
H  -6.186741  7.277722  -4.824133
H  -2.108402  6.723197  -1.734857
H  -1.811224  5.014990  -1.957874
H  -0.346513  7.515112  -3.002004
H  0.426858  6.015338  -2.446032
H  -0.287910  6.039111  -3.984075

Cartesian forces (eV/Å) of the 3 atoms listed first:
1.565 -0.140 -0.726
0.766 0.343 0.758
-0.353 -0.464 0.123

Output
Energy   -4757.64280 hartree
Total charge   0
HOMO-LUMO gap   9.879 eV
SMILES   CCOP(=O)(OCC)OCC.CCOP(=O)(OCC)OCC.CCOP(=O)(OCC)OCC.O=S1(=O)CCCC1.O=S1(=O)CCCC1.O=S1(=O)CCCC1
ΔE to the lowest compared entry with this formula, charge and spin   0.0 kJ/mol
Largest force on an atom   2.33 eV Å⁻¹

Mulliken population analysis, charges in e, atoms 1 to 4: -0.42, -0.57, -0.85, 0.84

---

(2)
Formula: C35H27CaN5O3S
Source: the Open Molecules 2025 dataset
Level of theory: the ωB97M-V functional and the def2-TZVPD basis

Geometry (Å):
Ca  -0.631962  -1.175216  -1.195890
O  3.965319  0.519533  4.044143
C  2.795160  0.165096  4.282142
O  2.139105  0.187286  5.341908
C  2.019557  -0.387567  3.053211
C  2.338464  0.000819  1.763414
C  1.660120  -0.554258  0.682802
N  0.657311  -1.415951  0.857950
C  0.364033  -1.836272  2.105274
C  1.024715  -1.338643  3.218680
C  -0.654293  -2.904076  2.247712
C  -1.476490  -2.972766  3.374811
C  -2.404941  -3.991641  3.466708
C  -2.475096  -4.927925  2.444810
C  -1.604593  -4.789592  1.376029
N  -0.726235  -3.803317  1.266037
C  2.020097  -0.237479  -0.766852
C  3.501434  -0.075391  -0.950230
C  4.004084  -0.146636  -2.205049
C  3.180871  -0.592130  -3.271896
C  2.026880  -1.250585  -2.894489
N  1.524424  -1.270826  -1.663408
H  3.120192  0.734000  1.632433
H  0.817514  -1.700333  4.216194
H  -1.405532  -2.218671  4.147397
H  -3.076163  -4.050801  4.314767
H  -3.194382  -5.734975  2.471303
H  -1.629425  -5.495710  0.552671
H  4.139732  -0.019284  -0.079073
H  5.063162  0.027419  -2.374499
H  3.533579  -0.611394  -4.293849
H  1.513876  -1.894397  -3.606773
O  -2.050919  0.027991  0.942854
C  -3.312942  -0.608320  1.114130
C  -3.577719  -1.733901  0.128901
C  -4.866263  -2.216751  0.010353
C  -5.092830  -3.249398  -0.955642
C  -4.092284  -3.668894  -1.752611
C  -2.736937  -3.045816  -1.673862
N  -2.522589  -2.176545  -0.539588
H  -1.384875  -0.664443  1.033472
H  -4.068236  0.166360  0.978806
H  -3.406571  -0.989465  2.138611
H  -5.664983  -1.825645  0.630222
H  -6.085580  -3.683570  -1.042796
H  -4.238048  -4.434222  -2.506437
H  -1.954367  -3.819332  -1.700916
N  1.169524  0.938874  -1.171169
C  1.253272  2.202408  -1.110833
C  0.246781  2.909953  -1.973493
C  -1.077936  2.486669  -2.037406
C  -1.956860  3.055163  -2.943644
C  -1.520918  4.047004  -3.811833
C  -0.207332  4.489360  -3.739134
C  0.666590  3.936794  -2.815356
C  2.090132  3.112969  -0.264501
C  1.411658  4.161693  0.366219
C  2.062952  4.998109  1.256042
C  3.410327  4.815413  1.528949
C  4.100858  3.799627  0.887237
C  3.449990  2.961534  -0.004589
H  -1.414300  1.708669  -1.362312
H  -2.982094  2.709197  -2.980816
H  -2.197468  4.465446  -4.546674
H  0.140299  5.263865  -4.412854
H  1.689653  4.289717  -2.758503
H  0.356775  4.302682  0.168237
H  1.509136  5.786129  1.752040
H  3.915244  5.455255  2.241754
H  5.149168  3.636606  1.103400
H  3.988633  2.179537  -0.512824
S  -2.329456  -2.029038  -3.221825

Cartesian forces (eV/Å) of the 3 atoms listed first:
-0.897 0.375 -0.961
-0.032 0.030 0.012
-0.121 0.099 -0.186

Output
Energy   -2925.33976 hartree
Total charge   -2
HOMO-LUMO gap   4.990 eV
ΔE to the lowest compared entry with this formula, charge and spin   236.1 kJ/mol
Largest force on an atom   1.37 eV Å⁻¹

Mulliken population analysis, charges in e, atoms 1 to 4: 0.87, -0.73, 0.36, -0.75

---

(3)
Formula: C15H13CaF5N5S2Se
Source: the Open Molecules 2025 dataset
Level of theory: the ωB97M-V functional and the def2-TZVPD basis

Geometry (Å):
Ca  1.992886  -1.643685  1.128962
N  4.488689  -2.023079  0.401312
N  5.168970  -0.984670  1.097356
C  4.858665  -0.713378  2.388580
N  5.518129  0.314192  2.925773
S  3.768987  -1.621385  3.300594
H  4.963253  -2.897433  0.621519
H  4.638141  -1.852200  -0.589146
H  5.595019  -0.275242  0.520812
H  6.274502  0.784292  2.455901
H  5.324551  0.554639  3.883307
C  -0.095363  2.219656  1.392644
N  -0.276196  1.698527  0.046315
C  0.648183  1.108127  -0.719316
Se  2.450282  0.808408  -0.336474
N  0.066611  0.764368  -1.883433
C  -1.273547  1.131144  -1.876457
C  -2.289177  0.988971  -2.810862
C  -3.536453  1.456065  -2.440055
C  -3.760809  2.040623  -1.186026
C  -2.745401  2.183669  -0.259018
C  -1.493373  1.717078  -0.635857
H  0.967628  2.243452  1.612762
H  -0.598993  1.569491  2.106519
H  -0.501310  3.228683  1.434178
H  0.576550  0.331202  -2.635655
H  -2.120671  0.526352  -3.773929
H  -4.362675  1.359894  -3.130686
H  -4.755949  2.380877  -0.935876
H  -2.923399  2.621625  0.713257
F  -3.866881  -2.035536  -2.419292
C  -3.074076  -1.874511  -1.364232
C  -1.743024  -2.239839  -1.427047
F  -1.228045  -2.745390  -2.550103
C  -0.946192  -2.043237  -0.318342
F  0.379084  -2.425647  -0.443000
C  -1.373135  -1.483051  0.876232
S  -0.358369  -1.259012  2.288699
C  -2.722262  -1.114856  0.887665
F  -3.237942  -0.543582  1.974978
C  -3.560684  -1.310356  -0.195025
F  -4.836187  -0.945233  -0.127528

Cartesian forces (eV/Å) of the 3 atoms listed first:
0.081 -0.013 0.050
0.029 0.006 0.048
-0.199 -0.034 0.004

Output
Energy   -5227.84729 hartree
Total charge   +1
HOMO-LUMO gap   7.668 eV
ΔE to the lowest compared entry with this formula, charge and spin   0.0 kJ/mol
Largest force on an atom   0.20 eV Å⁻¹

Mulliken population analysis, charges in e, atoms 1 to 4: 1.25, -0.54, -0.08, 0.61